Record 1
Computed, not measured: the molecule C5H9NO at a distorted geometry, with ωB97M-V/def2-TZVPD.

Bonds (Å) are listed after each position.
Positions of all 16 atoms, in Å:
1 C 0.382 0.293 -0.104  C2 1.524, C3 1.565, O6 1.419, H9 1.094
2 C -0.743 -0.400 -0.864  C1 1.524, N7 1.536, H10 1.096, H11 1.094
3 C -0.176 1.669 0.388  C1 1.565, C5 1.339, H12 1.088
4 C 0.185 -2.583 -1.127  N7 1.281, H13 1.105, H14 1.102
5 C 0.296 2.326 1.454  C3 1.339, H15 1.088, H16 1.086
6 O 0.805 -0.485 1.004  C1 1.419, H8 0.972
7 N -0.172 -1.520 -1.746  C2 1.536, C4 1.281
8 H 0.089 -0.461 1.662  O6 0.972
9 H 1.242 0.481 -0.753  C1 1.094
10 H -1.495 -0.833 -0.194  C2 1.096
11 H -1.237 0.279 -1.565  C2 1.094
12 H -0.918 2.166 -0.234  C3 1.088
13 H 0.135 -2.717 -0.032  C4 1.105
14 H 0.600 -3.435 -1.690  C4 1.102
15 H 1.105 1.922 2.059  C5 1.088
16 H -0.098 3.296 1.741  C5 1.086

Results
E_HOMO (eV): -9.4
Energy (eV): -8866.5936
LUMO energy (eV): 0.9799
SMILES: C=C[C@@H](O)CN=C
Relative energy (zero: lowest compared OMol25 entry of this formula, charge and spin) (kcal/mol): 60.4
Gap between HOMO and LUMO (eV): 10.40

Here are the Mulliken charges for atoms 1 to 4, given in e: 0.26 -0.58 -0.29 -0.18

---

Record 2
Computed, not measured: a cluster of 8 separate species, C32H48O24 in total at a distorted geometry, with ωB97M-V/def2-TZVPD.

Bonds (Å) are listed after each position.
Positions of all 104 atoms, in Å:
1 C -4.624 3.225 2.296  C2 1.513, H8 1.091, H9 1.086, H10 1.095
2 C -5.241 2.541 1.095  C1 1.513, C3 1.547, O7 1.471, H11 1.088
3 C -4.268 2.044 -0.001  C2 1.547, O4 1.429, H12 1.088, H13 1.085
4 O -4.496 0.635 -0.064  C3 1.429, C5 1.353
5 C -5.332 0.218 0.915  O4 1.353, O6 1.184, O7 1.340
6 O -5.643 -0.912 1.084  C5 1.184
7 O -5.726 1.268 1.649  C2 1.471, C5 1.340
8 H -3.648 2.768 2.470  C1 1.091
9 H -5.208 3.144 3.208  C1 1.086
10 H -4.523 4.295 2.092  C1 1.095
11 H -6.154 2.989 0.710  C2 1.088
12 H -3.215 2.154 0.252  C3 1.088
13 H -4.506 2.488 -0.962  C3 1.085
14 C -5.015 1.512 7.370  C15 1.499, H21 1.096, H22 1.086, H23 1.087
15 C -4.325 1.867 6.087  C14 1.499, C16 1.543, O20 1.479, H24 1.089
16 C -2.871 2.381 6.107  C15 1.543, O17 1.428, H25 1.093, H26 1.084
17 O -2.306 1.739 4.964  C16 1.428, C18 1.354
18 C -2.920 0.543 4.802  O17 1.354, O19 1.187, O20 1.330
19 O -2.476 -0.329 4.131  C18 1.187
20 O -4.077 0.552 5.459  C15 1.479, C18 1.330
21 H -5.474 2.421 7.775  C14 1.096
22 H -4.359 1.116 8.141  C14 1.086
23 H -5.823 0.820 7.149  C14 1.087
24 H -4.926 2.399 5.351  C15 1.089
25 H -2.389 1.978 7.002  C16 1.093
26 H -2.755 3.457 6.047  C16 1.084
27 C 3.393 -5.184 -0.673  C28 1.517, H34 1.085, H35 1.098, H36 1.088
28 C 4.466 -5.621 -1.653  C27 1.517, C29 1.529, O33 1.425, H37 1.091
29 C 4.281 -7.018 -2.247  C28 1.529, O30 1.445, H38 1.085, H39 1.096
30 O 3.959 -6.759 -3.631  C29 1.445, C31 1.348
31 C 4.222 -5.467 -3.913  O30 1.348, O32 1.189, O33 1.348
32 O 4.151 -4.995 -5.002  C31 1.189
33 O 4.559 -4.784 -2.802  C28 1.425, C31 1.348
34 H 3.797 -4.713 0.217  C27 1.085
35 H 2.894 -6.080 -0.281  C27 1.098
36 H 2.563 -4.644 -1.125  C27 1.088
37 H 5.415 -5.588 -1.119  C28 1.091
38 H 3.595 -7.676 -1.724  C29 1.085
39 H 5.232 -7.558 -2.317  C29 1.096
40 C -0.626 1.151 -4.491  C41 1.500, H47 1.092, H48 1.096, H49 1.088
41 C 0.123 2.413 -4.797  C40 1.500, C42 1.585, O46 1.417, H50 1.090
42 C 1.623 2.322 -4.295  C41 1.585, O43 1.409, H51 1.088, H52 1.091
43 O 2.378 2.747 -5.406  C42 1.409, C44 1.351
44 C 1.580 2.993 -6.468  O43 1.351, O45 1.182, O46 1.359
45 O 1.943 3.428 -7.505  C44 1.182
46 O 0.296 2.655 -6.183  C41 1.417, C44 1.359
47 H -0.186 0.301 -5.018  C40 1.092
48 H -1.654 1.171 -4.869  C40 1.096
49 H -0.737 0.990 -3.421  C40 1.088
50 H -0.282 3.292 -4.294  C41 1.090
51 H 1.884 1.313 -3.982  C42 1.088
52 H 1.729 3.051 -3.490  C42 1.091
53 C 0.788 -1.005 4.953  C54 1.492, H60 1.088, H61 1.095, H62 1.092
54 C 0.998 -2.374 5.505  C53 1.492, C55 1.556, O59 1.448, H63 1.090
55 C 1.269 -3.494 4.459  C54 1.556, O56 1.412, H64 1.091, H65 1.087
56 O 2.430 -4.133 4.943  C55 1.412, C57 1.357
57 C 3.020 -3.385 5.909  O56 1.357, O58 1.186, O59 1.344
58 O 4.106 -3.603 6.332  C57 1.186
59 O 2.211 -2.384 6.296  C54 1.448, C57 1.344
60 H -0.111 -0.915 4.348  C53 1.088
61 H 1.638 -0.714 4.328  C53 1.095
62 H 0.807 -0.276 5.765  C53 1.092
63 H 0.211 -2.728 6.171  C54 1.090
64 H 1.367 -3.022 3.480  C55 1.091
65 H 0.427 -4.181 4.482  C55 1.087
66 C -0.465 1.024 1.343  C67 1.514, H73 1.089, H74 1.091, H75 1.092
67 C -0.689 -0.341 0.727  C66 1.514, C68 1.522, O72 1.424, H76 1.093
68 C -0.384 -0.400 -0.763  C67 1.522, O69 1.436, H77 1.093, H78 1.089
69 O 0.301 -1.653 -0.908  C68 1.436, C70 1.356
70 C 0.637 -2.132 0.315  O69 1.356, O71 1.187, O72 1.349
71 O 1.282 -3.114 0.483  C70 1.187
72 O 0.183 -1.316 1.288  C67 1.424, C70 1.349
73 H -0.916 1.819 0.751  C66 1.089
74 H 0.600 1.223 1.465  C66 1.091
75 H -0.950 1.035 2.321  C66 1.092
76 H -1.729 -0.614 0.924  C67 1.093
77 H 0.332 0.344 -1.122  C68 1.093
78 H -1.320 -0.308 -1.313  C68 1.089
79 C 2.715 -1.741 -3.320  C80 1.491, H86 1.097, H87 1.091, H88 1.099
80 C 3.155 -2.163 -4.681  C79 1.491, C81 1.542, O85 1.437, H89 1.096
81 C 2.193 -2.980 -5.566  C80 1.542, O82 1.411, H90 1.095, H91 1.089
82 O 2.302 -2.375 -6.836  C81 1.411, C83 1.356
83 C 3.146 -1.314 -6.789  O82 1.356, O84 1.181, O85 1.360
84 O 3.548 -0.706 -7.719  C83 1.181
85 O 3.435 -1.012 -5.495  C80 1.437, C83 1.360
86 H 1.835 -1.090 -3.384  C79 1.097
87 H 3.471 -1.310 -2.663  C79 1.091
88 H 2.336 -2.532 -2.657  C79 1.099
89 H 4.098 -2.717 -4.622  C80 1.096
90 H 1.159 -2.924 -5.212  C81 1.095
91 H 2.499 -4.021 -5.469  C81 1.089
92 C 1.444 4.867 -0.181  C93 1.523, H99 1.086, H100 1.087, H101 1.091
93 C -0.053 5.073 -0.373  C92 1.523, C94 1.525, O98 1.433, H102 1.093
94 C -0.407 5.851 -1.635  C93 1.525, O95 1.429, H103 1.098, H104 1.094
95 O -1.373 5.038 -2.305  C94 1.429, C96 1.349
96 C -1.511 3.864 -1.654  O95 1.349, O97 1.190, O98 1.348
97 O -2.092 2.933 -2.111  C96 1.190
98 O -0.718 3.818 -0.565  C93 1.433, C96 1.348
99 H 1.643 3.958 0.380  C92 1.086
100 H 1.886 5.737 0.298  C92 1.087
101 H 1.867 4.771 -1.182  C92 1.091
102 H -0.523 5.636 0.439  C93 1.093
103 H 0.424 6.082 -2.315  C94 1.098
104 H -0.817 6.858 -1.511  C94 1.094

Results
E_HOMO (eV): -10.3
Energy (eV): -83103.8026
LUMO energy (eV): -0.2851
SMILES: C[C@H]1COC(=O)O1.C[C@H]1COC(=O)O1.C[C@H]1COC(=O)O1.C[C@H]1COC(=O)O1.C[C@H]1COC(=O)O1.C[C@H]1COC(=O)O1.C[C@H]1COC(=O)O1.C[C@H]1COC(=O)O1
Relative energy (zero: lowest compared OMol25 entry of this formula, charge and spin) (kcal/mol): 35.1
Gap between HOMO and LUMO (eV): 9.98

Here are the Mulliken charges for atoms 1 to 4, given in e: -1.18 0.49 0.56 -0.41